Record 1
C39H45F2N5SSbTi as an isolated structure at a distorted geometry, computed with ωB97M-V/def2-TZVPD.

Geometry as XYZ:
```
94
Properties=species:S:1:pos:R:3:forces:R:3
Ti 1.80746 -0.15077 0.41893 0.402 0.412 -0.445
C 2.07759 -1.57711 -2.86808 -0.015 0.233 0.119
C 2.31845 -2.65080 -1.81948 -0.048 0.350 0.392
N 2.18640 -2.14318 -0.41936 -0.468 -0.652 0.097
C 2.96415 -2.91926 0.59804 0.225 0.589 -0.371
C 4.12864 -2.05866 1.08496 -0.269 0.386 -0.138
N 3.61773 -0.72967 1.53592 0.644 -0.233 -0.004
C 4.68003 0.28802 1.76778 -0.247 -0.391 -0.681
C 5.43605 0.68955 0.48083 -0.114 -0.123 0.099
C 4.64804 0.72111 -0.83499 -0.442 0.158 0.293
N 3.27020 1.24411 -0.63295 0.065 0.086 -0.668
C 2.59269 1.73804 -1.88409 0.006 -0.380 0.496
C 1.07273 1.53580 -1.82089 0.418 -0.657 0.054
N 0.76977 0.11320 -1.50032 -0.403 0.477 -0.435
C 0.77309 -0.79915 -2.69115 0.487 0.228 0.364
H 2.04360 -2.07021 -3.84169 0.027 0.021 -0.031
H 2.93386 -0.89601 -2.88873 -0.048 -0.034 -0.024
H 3.32478 -3.04032 -1.93660 0.174 -0.075 0.010
H 1.62523 -3.47504 -1.97297 -0.096 -0.171 0.027
H 1.16896 -2.19358 -0.19764 0.505 -0.479 -0.070
H 3.34722 -3.84198 0.17280 0.035 -0.170 -0.104
H 2.34066 -3.17920 1.43829 -0.318 -0.028 0.159
H 4.82198 -1.89647 0.25973 0.039 0.076 -0.008
H 4.67634 -2.55863 1.88178 0.080 -0.100 0.115
H 3.12438 -0.87657 2.41042 0.022 -0.024 0.247
H 5.40800 -0.08216 2.48258 0.178 -0.069 0.211
H 4.20187 1.15237 2.21657 -0.192 0.135 0.024
H 6.28300 0.01755 0.33522 0.032 0.036 -0.034
H 5.86297 1.67791 0.65700 0.045 0.018 0.046
H 4.57722 -0.27297 -1.27065 -0.106 -0.126 -0.043
H 5.19147 1.34255 -1.54388 0.102 0.087 -0.150
H 3.35490 2.02119 0.01143 -0.050 0.124 0.035
H 2.98460 1.16916 -2.72099 0.114 -0.082 -0.091
H 2.82247 2.78080 -2.08090 0.092 0.247 0.023
H 0.65062 1.83177 -2.77690 -0.172 0.036 -0.268
H 0.62133 2.15628 -1.05850 -0.153 0.113 0.229
H -0.15336 0.03333 -1.03692 0.330 0.069 -0.521
H 0.56559 -0.20857 -3.58140 0.012 0.120 -0.135
H -0.04146 -1.50255 -2.57030 -0.186 -0.068 0.071
F -0.97247 -3.90383 3.52509 -0.102 -0.266 -0.019
C -0.52008 -2.65480 3.35792 -0.114 -0.043 0.284
C 0.11887 -2.31675 2.20380 0.380 0.270 -0.477
C 0.63760 -1.02087 1.98535 -0.128 -0.285 0.948
C 0.45166 -0.08744 3.04392 0.225 0.165 -0.076
C -0.26519 -0.48741 4.18438 0.130 0.259 -0.075
F -0.55793 0.39938 5.15564 -0.001 0.168 0.214
C -0.74073 -1.74968 4.37837 -0.208 -0.168 0.242
C 0.93435 1.29319 2.84006 1.063 -1.024 -0.127
C 0.96265 2.27198 3.82658 0.502 0.123 0.488
C 1.30839 3.57991 3.53654 0.061 0.034 -0.028
C 1.60317 3.90422 2.20687 0.147 0.171 0.391
C 1.61389 2.91314 1.27511 0.543 -1.021 -0.106
N 1.35364 1.57680 1.53584 1.332 0.124 0.808
H 0.15832 -3.09631 1.45016 0.088 0.032 -0.016
H -1.27758 -2.01536 5.28184 0.053 0.035 -0.124
H 0.69971 2.00469 4.83653 -0.017 0.038 -0.057
H 1.31532 4.33292 4.31363 0.008 -0.042 -0.037
H 1.82321 4.91844 1.90102 -0.024 0.000 0.031
H 1.82183 3.18477 0.24840 -0.041 -0.094 -0.026
S -1.44215 -2.12921 -0.57884 -0.224 -0.118 0.090
Sb -2.98239 -0.50447 -0.88675 0.226 -0.435 -0.084
C -3.22650 -0.28698 -2.95275 -0.085 -0.057 -0.419
C -3.71506 -1.38354 -3.67781 0.099 0.344 -0.093
C -3.70815 -1.34409 -5.06857 0.001 0.068 0.043
C -3.20705 -0.22610 -5.73508 0.008 0.012 0.136
C -2.69630 0.85105 -5.01486 -0.067 -0.152 0.127
C -2.69654 0.82259 -3.61921 -0.180 -0.265 -0.205
C -2.30588 1.31967 -0.16305 0.090 0.633 0.270
C -2.83994 2.53199 -0.62522 0.175 0.006 0.217
C -2.40921 3.72664 -0.05461 0.067 -0.118 0.040
C -1.47267 3.70793 0.98253 -0.317 -0.239 -0.214
C -0.95930 2.50246 1.45271 -1.377 0.757 -0.069
C -1.36927 1.30079 0.87833 -0.517 0.255 -0.341
C -4.69620 -1.04359 0.16449 -0.504 -0.290 0.035
C -5.88826 -1.40847 -0.47340 0.143 0.105 0.318
C -6.91738 -1.97598 0.27684 0.133 0.057 -0.019
C -6.74845 -2.18422 1.64171 0.135 0.054 0.021
C -5.56201 -1.81009 2.27502 -0.026 0.030 -0.167
C -4.52597 -1.24094 1.53959 -0.346 -0.050 -0.137
H -4.08060 -2.27016 -3.16574 0.045 0.103 -0.045
H -4.09002 -2.19010 -5.63412 0.055 0.144 0.084
H -3.21224 -0.19695 -6.82073 0.013 -0.011 0.146
H -2.29904 1.71542 -5.53693 -0.036 -0.081 0.045
H -2.28360 1.66034 -3.06616 -0.043 -0.072 -0.038
H -3.59174 2.55294 -1.41169 0.103 -0.017 0.127
H -2.81356 4.66975 -0.40768 0.033 -0.085 0.029
H -1.15050 4.64146 1.43401 -0.029 -0.092 -0.040
H -0.24829 2.49273 2.27634 -2.098 0.662 -0.772
H -0.95842 0.35794 1.23464 -0.280 0.201 -0.136
H -6.02478 -1.24589 -1.53984 0.056 -0.047 0.119
H -7.84477 -2.26581 -0.20904 0.135 0.050 0.072
H -7.54445 -2.64678 2.21827 0.111 0.086 -0.071
H -5.43772 -1.97607 3.34032 -0.028 0.031 -0.116
H -3.59953 -0.96113 2.03733 -0.075 -0.087 -0.085
```
Positions in Å, forces in eV/Å.

Calculated values
Expectation value of S²: 2.024
Multiplicity: 3
Relative energy (zero: lowest compared OMol25 entry of this formula, charge and spin) in kJ/mol: 196.96
Charge: +1

Record 2
C39H46AlBrCaClFN2NaO15PS as an isolated structure at a distorted geometry, computed with ωB97M-V/def2-TZVPD.

Geometry as XYZ:
```
110
Properties=species:S:1:pos:R:3:forces:R:3
C -3.70489 -0.58241 -4.80453 0.847 -0.211 0.415
C -2.27543 -1.10222 -4.54854 -0.605 0.055 0.647
C -1.75518 -0.57838 -3.17386 -0.003 -1.073 -0.638
Br -0.61709 0.99999 -3.42312 -0.079 0.099 0.271
C -1.13615 -1.73696 -2.36769 0.702 0.664 -0.533
C -1.73291 -2.13093 -1.17704 -0.485 0.529 0.686
P -3.12937 -1.28283 -0.38636 -0.697 -0.008 -0.532
S -4.90691 -1.61736 -1.09140 -0.277 -0.184 -0.143
C -1.30037 -3.22173 -0.45180 -0.193 0.084 0.182
C -0.24104 -3.94275 -0.91008 0.416 -1.259 0.633
C 0.40868 -3.58910 -2.08127 -0.011 -0.027 -0.152
C -0.01456 -2.47958 -2.82514 0.287 0.037 -0.192
C 0.74103 -2.15047 -4.09728 -0.145 0.593 -0.547
N 1.73065 -1.06690 -3.96369 -0.048 -0.713 0.520
C 2.75381 -1.28116 -2.92494 0.576 0.799 -0.608
C 1.52458 -4.49393 -2.46835 0.225 -1.469 1.168
O 2.49118 -4.20912 -3.13673 0.002 0.041 -0.994
C 1.49563 -5.95374 -1.91999 1.117 -0.075 -2.377
C 2.21001 -7.02188 -2.64587 -0.717 1.766 1.198
C 2.19109 -8.26228 -2.07451 0.741 -0.750 -0.703
C 1.54721 -8.53586 -0.87472 0.155 -0.566 -0.118
C 0.88260 -7.54583 -0.23309 -0.511 0.554 1.151
C 0.86524 -6.25585 -0.74582 -0.293 0.446 -0.032
C 0.17015 -5.13415 -0.05322 -0.258 0.551 -0.115
O -0.10058 -5.12485 1.11888 0.058 -0.408 -0.048
H -4.36504 -1.11983 -4.12224 -0.206 0.076 -0.194
H -3.97968 -0.77875 -5.83626 -0.269 0.223 0.015
H -3.75075 0.47707 -4.54144 -0.166 0.073 -0.422
H -2.35305 -2.18646 -4.42725 0.176 -0.029 -0.291
H -1.58731 -0.88337 -5.35903 -0.052 0.140 -0.035
H -2.63125 -0.16519 -2.68455 0.115 -0.095 0.330
H -2.90721 0.11449 -0.58160 0.490 0.034 0.499
H -3.06394 -1.57462 0.98688 0.497 0.127 -0.140
H -1.79325 -3.53186 0.46029 0.061 0.036 0.076
H 1.20582 -3.03592 -4.54641 -0.176 -0.209 0.344
H 0.02203 -1.81691 -4.84111 -0.015 0.077 0.017
H 2.22718 -1.05875 -4.84675 -0.087 0.328 -0.079
H 2.34115 -1.52045 -1.94790 -0.131 -0.213 -0.096
H 3.28622 -0.33279 -2.80590 -0.109 -0.001 0.102
H 3.51435 -1.99231 -3.25037 -0.112 -0.287 0.405
H 2.76598 -6.86611 -3.60661 0.497 -0.493 2.149
H 2.73800 -9.05467 -2.57107 -0.076 -0.097 0.027
H 1.58111 -9.53079 -0.45714 0.005 -0.067 -0.039
H 0.37784 -7.70061 0.71211 0.011 -0.157 0.007
Al -4.94552 1.11385 -1.36108 -1.367 0.971 0.163
O -9.36740 2.66111 -0.41939 0.108 0.110 0.030
Cl -8.75670 1.38277 -0.58791 -0.440 0.446 0.356
O -9.76149 0.35268 -0.44152 0.090 0.191 -0.068
O -7.70249 1.19467 0.39547 0.427 -0.198 -0.080
O -8.15743 1.28818 -1.90647 0.654 -0.019 -0.471
C -3.98472 5.88428 -0.64582 -1.294 0.024 -0.273
C -4.44024 4.45999 -1.03099 -0.651 -0.229 1.008
O -5.28987 3.95057 -0.29128 0.487 -0.141 -0.446
O -3.90209 3.95200 -2.04832 1.541 -0.248 -0.327
H -4.50348 6.23050 0.24436 0.251 0.006 0.144
H -2.90922 5.87951 -0.45100 1.011 0.134 0.315
H -4.19326 6.57023 -1.46408 0.230 0.066 -0.111
C 0.95442 4.93725 -5.46065 -0.101 -0.032 -0.312
C -0.03011 5.87687 -4.80756 0.868 -0.240 -0.271
C -0.76755 5.28271 -3.62068 -1.131 -0.253 -1.246
O -1.98729 5.99848 -3.59337 0.639 -0.059 0.188
C -2.23113 6.38239 -4.93533 -0.047 0.288 -0.411
O -3.24698 6.80273 -5.32001 -0.313 0.068 0.222
O -1.11467 6.18220 -5.67740 -0.145 -0.155 0.741
H 1.68682 4.56852 -4.73962 0.011 0.056 0.011
H 0.43776 4.08932 -5.91222 -0.053 -0.032 0.132
H 1.48627 5.44790 -6.26098 0.051 0.037 0.061
H 0.46661 6.81448 -4.53728 -0.093 0.019 0.113
H -0.21997 5.43530 -2.69060 1.237 0.479 -1.828
H -0.98775 4.21024 -3.74178 0.212 -0.030 0.165
F 6.12517 2.63976 -0.39847 -0.037 0.033 -0.024
C 5.72891 1.53932 0.27509 -0.039 -0.173 0.120
C 4.44607 1.49211 0.78399 -0.208 0.082 -0.044
C 4.02864 0.36175 1.47395 0.150 0.032 -0.252
C 4.90381 -0.70164 1.65229 0.040 -0.115 -0.106
C 6.19143 -0.63374 1.13640 -0.199 0.094 -0.020
C 6.60924 0.49213 0.43792 0.259 -0.029 -0.088
H 3.78400 2.33736 0.63859 0.040 0.028 0.002
H 3.02634 0.30901 1.87235 0.034 -0.011 0.089
H 4.58152 -1.57942 2.19301 -0.008 0.050 0.068
H 6.87510 -1.45976 1.27848 0.022 0.014 -0.011
H 7.60626 0.55856 0.02313 0.000 0.043 0.022
C 4.00466 -0.61307 6.46001 0.035 -0.366 -0.360
C 3.59880 0.04124 5.16749 0.011 -0.130 0.084
O 3.38222 -0.60805 4.16652 -0.185 0.045 0.137
C 3.47551 1.54547 5.17069 -0.074 -0.049 -0.329
H 4.05439 -1.69018 6.31350 -0.008 0.007 -0.028
H 4.98543 -0.25022 6.76749 -0.117 0.137 0.213
H 3.27259 -0.39771 7.23616 0.136 0.127 0.092
H 4.43398 1.99747 5.42766 -0.071 0.036 0.204
H 2.71857 1.85607 5.89228 0.152 0.055 0.136
H 3.17941 1.88600 4.17927 0.013 -0.024 -0.007
C -8.72056 -2.14616 -2.02899 -0.619 0.175 -0.881
O -9.33375 -1.94873 -3.06512 0.019 0.058 0.218
O -8.23908 -1.25155 -1.27050 0.511 -1.171 0.350
O -8.41279 -3.25910 -1.54000 0.434 0.274 0.328
Na 1.55102 -6.15546 -4.63313 -1.086 0.920 -1.561
C 2.01280 2.08281 11.58376 0.007 0.012 -0.011
C 1.43989 2.54536 10.24906 -0.018 0.034 0.296
C 1.86282 1.65086 9.07705 0.072 0.200 0.144
C 3.32270 1.64945 8.93017 -0.080 -0.006 -0.007
N 4.46670 1.66542 8.83551 -0.024 0.036 -0.058
H 3.10282 2.12020 11.58611 0.000 -0.036 -0.036
H 1.66399 2.72701 12.38978 -0.023 -0.024 0.006
H 1.70437 1.06061 11.81052 0.010 0.003 0.017
H 1.75796 3.57222 10.05949 -0.019 -0.017 -0.102
H 0.35031 2.55340 10.30987 -0.002 -0.023 -0.120
H 1.41876 2.01099 8.14751 0.025 -0.053 -0.039
H 1.52488 0.62557 9.23849 0.028 -0.019 -0.009
Ca -0.74295 5.28400 -0.99535 -2.621 -0.451 1.948
```
Positions in Å, forces in eV/Å.

Calculated values
Electronic energy in Eh: -7706.65684
Charge: +2

Record 3
C39H46BaOP2 as an isolated structure at a distorted geometry, computed with ωB97M-V/def2-TZVPD.

Geometry as XYZ:
```
89
Properties=species:S:1:pos:R:3:forces:R:3
Ba -3.24896 1.75064 2.06874 -0.493 -0.013 1.088
C 0.19241 1.48415 5.99607 0.257 0.678 0.592
C 1.02234 1.48764 4.96136 -0.006 0.537 -0.499
C 1.64265 0.29420 4.29579 0.665 -0.331 -0.393
C 0.64746 -0.50989 3.40942 0.884 0.168 0.121
C -0.49225 -1.18797 4.09219 -0.705 -0.120 -0.287
C -0.70948 -1.39463 5.38398 -0.260 -0.267 0.136
C 0.18296 -1.04113 6.54006 -0.097 -0.110 0.747
C 0.06647 0.42000 7.03928 -0.517 -0.587 0.095
C -4.68792 -0.39133 2.66383 0.026 0.103 -0.471
H -0.33605 2.42063 6.21481 0.495 -0.274 0.105
H 1.24968 2.47789 4.52219 -0.457 -0.665 -0.167
H 2.11708 -0.41532 4.98317 -0.154 0.334 -0.033
H 2.47984 0.62914 3.65445 -0.437 -0.077 0.114
H 0.26719 0.15405 2.61497 0.044 -0.219 0.169
H 1.24762 -1.29306 2.91725 -0.185 0.231 -0.175
H -1.25612 -1.59155 3.41041 0.254 0.240 0.205
H -1.64177 -1.91420 5.65637 0.434 0.273 -0.188
H 1.23415 -1.29657 6.36082 -0.397 0.021 -0.001
H -0.14440 -1.67280 7.37872 0.258 0.088 -0.125
H -0.89098 0.53730 7.57384 0.240 -0.027 -0.226
H 0.85481 0.57218 7.80085 -0.288 0.087 -0.276
H -5.58509 -0.32855 3.28804 0.047 0.137 -0.074
H -3.94701 -0.96355 3.23591 0.072 -0.206 0.026
H -4.95064 -0.96887 1.77296 -0.046 -0.358 -0.061
P 1.49895 1.20413 -4.04875 -0.072 0.683 -0.110
P 0.36812 -1.63654 -4.41098 -0.486 -0.926 -0.890
C 2.60662 -0.20561 -3.82491 -0.353 -1.572 0.035
C 2.13983 -1.44497 -4.12848 0.714 1.333 0.148
C 2.57764 2.23973 -5.14071 -0.186 0.024 -0.235
C 3.96736 2.09707 -5.23380 0.003 0.563 -0.233
C 4.71047 2.94824 -6.06023 -0.214 -0.068 0.006
C 4.07523 3.90583 -6.84931 -0.328 -0.033 0.149
C 2.67886 3.98961 -6.82813 -0.074 -0.054 0.092
C 1.92604 3.15536 -5.99519 0.583 -0.001 0.255
C 1.64872 1.95139 -2.37148 0.293 0.175 0.014
C 1.01919 1.25629 -1.32210 0.147 0.276 0.080
C 1.10669 1.73170 -0.01174 0.311 0.186 -0.351
C 1.85322 2.89363 0.24429 -0.083 -0.058 -0.019
C 2.47339 3.59399 -0.79586 -0.160 -0.244 -0.190
C 2.35851 3.13252 -2.11451 -0.256 -0.411 0.584
C 0.56906 -2.82385 -5.86032 0.002 -0.018 0.034
C 1.12120 -2.30614 -7.04965 -0.056 -0.374 0.166
C 1.44226 -3.15385 -8.11161 -0.102 0.017 0.073
C 1.20837 -4.52621 -8.02030 -0.134 0.066 0.283
C 0.61866 -5.03841 -6.86477 -0.083 0.316 -0.050
C 0.28206 -4.19237 -5.79967 0.188 -0.068 -0.251
C -0.03134 -2.81159 -3.05432 -0.358 -0.054 -0.033
C -1.40051 -3.08733 -2.84497 0.627 -0.258 0.143
C -1.77873 -4.08434 -1.94291 0.141 0.218 -0.088
C -0.79588 -4.78692 -1.23502 -0.047 0.074 -0.045
C 0.55781 -4.47566 -1.39641 -0.278 0.305 -0.058
C 0.93633 -3.46752 -2.28998 -0.314 -0.376 0.134
H 3.61178 -0.04332 -3.43510 0.010 -0.161 -0.327
H 2.77330 -2.33174 -4.23368 0.037 0.323 0.373
H 4.48826 1.33051 -4.66937 -0.058 0.228 0.011
H 5.79249 2.86936 -6.08257 -0.090 -0.070 -0.019
H 4.65346 4.58762 -7.47902 -0.182 -0.300 0.212
H 2.16521 4.71859 -7.45583 0.154 -0.200 0.116
H 0.83498 3.21540 -5.99441 0.333 0.012 0.051
H 0.48605 0.32545 -1.53552 0.096 0.259 0.049
H 0.63484 1.17427 0.80512 0.252 0.265 -0.310
H 1.96049 3.24228 1.27081 -0.033 -0.027 -0.217
H 3.06827 4.48838 -0.59590 -0.256 -0.279 0.042
H 2.84067 3.65517 -2.93465 -0.024 -0.003 0.132
H 1.31638 -1.23898 -7.14351 -0.003 -0.140 0.073
H 1.87215 -2.74840 -9.02589 -0.063 0.003 0.215
H 1.46836 -5.19018 -8.84548 -0.062 0.200 0.220
H 0.40881 -6.10152 -6.79366 0.011 0.117 0.027
H -0.19606 -4.62272 -4.92061 0.184 0.133 -0.109
H -2.14852 -2.52571 -3.40487 0.130 -0.167 0.094
H -2.84293 -4.29124 -1.79520 0.434 -0.027 0.017
H -1.09781 -5.56864 -0.53843 0.109 0.175 -0.156
H 1.31867 -5.00223 -0.82041 -0.219 0.105 -0.126
H 1.98672 -3.20795 -2.39769 -0.206 -0.151 0.011
C -3.32407 3.06313 6.41372 0.229 0.284 0.285
C -4.23757 2.18561 5.56826 0.354 -0.010 -1.016
C -4.02478 0.72259 5.90149 -0.018 -0.436 0.211
C -5.67518 2.59482 5.86352 -0.328 -0.047 0.078
O -3.90111 2.32771 4.17548 -0.044 0.542 0.737
H -3.49907 2.92222 7.49652 0.036 -0.023 -0.390
H -3.50582 4.12180 6.18667 0.086 -0.173 -0.010
H -2.27384 2.83781 6.19910 -0.232 0.036 0.018
H -4.26006 0.48954 6.95173 0.074 0.053 -0.197
H -4.65192 0.10666 5.24539 0.168 0.114 0.222
H -2.97500 0.47242 5.70273 -0.137 -0.070 0.077
H -5.81278 3.65718 5.64989 -0.053 -0.032 -0.075
H -6.38604 2.01390 5.26858 0.107 0.058 -0.027
H -5.92041 2.43367 6.92911 0.147 0.040 -0.359
```
Positions in Å, forces in eV/Å.

Calculated values
Electronic energy in Eh: -2296.99137